# 1
ORCA calculation (ωB97M-V/def2-TZVPD) on a cluster of 9 separate species, C24H52Cl6N6O9 in total at a distorted geometry.

- Kohn-Sham gap: 0.361 hartree
- Energy relative to the best compared isomer or geometry (same formula, charge and spin): 0.0000 eV
- HOMO: -9.443 eV

Geometry as ORCA input:
```
! RIJCOSX wB97M-V def2-TZVPD def2/J DEFGRID3
* xyz 0 1
C 3.14 -14.60 14.68
C 2.22 -13.73 15.50
O 2.49 -13.53 16.86
C 2.48 -14.63 17.63
O 2.26 -15.75 17.20
O 2.67 -14.26 18.85
C 2.47 -15.24 19.87
H 4.11 -14.72 15.07
H 3.31 -14.14 13.67
H 2.73 -15.61 14.49
H 1.20 -14.14 15.36
H 2.35 -12.74 15.10
H 3.23 -16.03 19.73
H 1.46 -15.66 19.80
H 2.65 -14.78 20.84
Cl 9.23 -13.20 16.75
C 8.30 -11.72 16.33
Cl 6.92 -12.23 15.50
Cl 9.26 -10.53 15.40
H 8.08 -11.19 17.26
Cl 5.61 -15.91 17.59
C 6.43 -17.24 18.49
Cl 5.72 -17.35 20.05
Cl 8.13 -16.79 18.58
H 6.37 -18.18 17.92
C -2.19 -18.24 20.57
N -1.23 -17.67 21.50
C -1.39 -16.35 21.80
C -0.24 -15.69 22.50
O -2.35 -15.71 21.45
H -2.48 -17.58 19.65
H -3.07 -18.55 21.01
H -1.81 -19.20 20.16
H -0.27 -18.03 21.52
H -0.38 -15.60 23.54
H -0.25 -14.61 22.23
H 0.69 -16.23 22.28
C 1.12 -18.93 18.27
N 2.36 -19.40 18.78
C 2.73 -19.17 20.12
C 4.01 -19.92 20.53
O 1.98 -18.58 20.87
H 1.41 -18.40 17.33
H 0.66 -18.28 18.97
H 0.39 -19.68 18.09
H 3.00 -19.80 18.09
H 4.51 -19.33 21.30
H 4.69 -19.98 19.72
H 3.78 -20.94 20.93
C 5.32 -8.77 14.54
N 5.38 -9.69 13.45
C 4.62 -10.82 13.31
C 5.04 -11.81 12.31
O 3.54 -10.94 13.91
H 5.89 -9.25 15.37
H 4.31 -8.55 14.90
H 5.89 -7.91 14.28
H 6.17 -9.79 12.91
H 4.18 -12.45 12.09
H 5.76 -12.47 12.86
H 5.58 -11.35 11.47
C 2.85 -18.33 14.67
N 3.88 -18.56 15.68
C 4.68 -19.61 15.80
C 4.22 -20.93 15.20
O 5.72 -19.60 16.52
H 2.08 -17.67 15.08
H 2.33 -19.29 14.48
H 3.29 -17.94 13.74
H 4.22 -17.71 16.07
H 4.21 -20.68 14.14
H 3.23 -21.40 15.52
H 5.00 -21.67 15.43
C 7.51 -17.81 14.26
N 8.21 -16.62 13.84
C 7.59 -15.61 13.20
C 8.54 -14.51 12.63
O 6.39 -15.64 12.97
H 6.49 -17.88 13.74
H 7.52 -17.87 15.31
H 8.04 -18.70 13.89
H 9.17 -16.55 13.96
H 8.54 -14.80 11.52
H 9.58 -14.59 12.95
H 8.24 -13.51 12.84
C 6.78 -13.01 19.27
N 5.61 -12.38 18.70
C 5.45 -11.08 18.47
C 4.05 -10.50 18.10
O 6.44 -10.32 18.46
H 6.51 -13.87 19.95
H 7.43 -12.29 19.73
H 7.42 -13.42 18.42
H 4.76 -12.85 18.63
H 3.95 -10.57 17.02
H 4.24 -9.47 18.27
H 3.15 -10.75 18.71
*
```

# 2
ORCA calculation (ωB97M-V/def2-TZVPD) on a cluster of 3 separate species, C24H52N3O3Si in total at a distorted geometry.

- Expectation value of S²: 2.0083
- Kohn-Sham gap (alpha / beta): 0.241 / 0.285 hartree
- HOMO (alpha / beta): -9.486 / -10.689 eV

Geometry as ORCA input:
```
! RIJCOSX wB97M-V def2-TZVPD def2/J DEFGRID3
* xyz 1 3
C -3.26 2.12 -1.89
Si -4.61 2.04 -3.17
C -4.70 3.62 -4.14
C -4.40 0.54 -4.25
C -6.33 1.91 -2.29
N -6.81 0.54 -1.84
C -8.32 0.55 -2.05
C -8.55 1.99 -2.48
O -7.34 2.28 -3.19
H -2.47 2.75 -2.30
H -3.55 2.55 -0.94
H -2.84 1.12 -1.73
H -3.71 3.91 -4.49
H -5.11 4.41 -3.51
H -5.39 3.52 -4.99
H -4.25 -0.36 -3.64
H -3.52 0.65 -4.88
H -5.28 0.39 -4.88
H -6.35 2.57 -1.42
H -6.40 -0.20 -2.41
H -6.56 0.34 -0.87
H -8.87 0.21 -1.17
H -8.51 -0.10 -2.89
H -8.61 2.67 -1.63
H -9.41 2.11 -3.13
C -1.94 -3.68 1.78
C -1.49 -2.78 0.61
C -0.07 -3.12 0.18
C 0.98 -2.72 1.21
C 0.86 -1.23 1.56
C -0.55 -0.79 1.96
N -1.55 -1.33 0.97
O -1.69 -0.57 -0.05
C -0.87 -1.23 3.39
C -0.63 0.73 1.93
C -2.47 -3.02 -0.53
H -2.15 -4.68 1.39
H -1.19 -3.80 2.55
H -2.85 -3.30 2.24
H 0.14 -2.61 -0.77
H -0.02 -4.20 -0.02
H 0.90 -3.33 2.11
H 1.98 -2.90 0.81
H 1.55 -0.99 2.37
H 1.19 -0.65 0.69
H -1.92 -1.04 3.62
H -0.27 -0.65 4.08
H -0.66 -2.28 3.59
H -0.31 1.14 0.97
H 0.03 1.12 2.71
H -1.64 1.07 2.13
H -3.48 -2.75 -0.24
H -2.46 -4.09 -0.78
H -2.19 -2.46 -1.42
C 6.05 1.38 -0.84
C 4.99 1.11 0.23
C 5.09 2.13 1.36
C 6.34 1.94 2.22
C 6.42 0.52 2.76
C 6.29 -0.57 1.70
N 5.12 -0.26 0.81
O 4.01 -0.70 1.28
C 7.58 -0.71 0.89
C 6.03 -1.91 2.36
C 3.63 1.22 -0.46
H 5.76 2.26 -1.42
H 7.04 1.60 -0.44
H 6.14 0.54 -1.53
H 4.20 2.03 2.00
H 5.06 3.13 0.93
H 7.24 2.19 1.66
H 6.31 2.64 3.06
H 7.38 0.37 3.28
H 5.64 0.38 3.51
H 7.43 -1.38 0.04
H 8.35 -1.15 1.53
H 7.98 0.23 0.52
H 5.18 -1.88 3.04
H 6.91 -2.19 2.93
H 5.83 -2.69 1.62
H 3.54 0.46 -1.24
H 3.55 2.20 -0.91
H 2.81 1.09 0.25
*
```

# 3
ORCA calculation (ωB97M-V/def2-TZVPD) on a cluster of 7 separate species, C24H52N4O7 in total at a distorted geometry.

- Kohn-Sham gap: 0.348 hartree
- Energy relative to the best compared isomer or geometry (same formula, charge and spin): 2.2525 eV
- HOMO: -9.264 eV

Geometry as ORCA input:
```
! RIJCOSX wB97M-V def2-TZVPD def2/J DEFGRID3
* xyz 0 1
C -5.43 5.84 2.13
N -5.75 5.43 0.74
C -6.42 6.23 -0.13
C -6.85 5.58 -1.40
O -6.70 7.38 0.11
H -4.35 5.75 2.20
H -5.91 5.15 2.82
H -5.89 6.78 2.44
H -5.37 4.57 0.38
H -6.71 4.51 -1.46
H -6.40 6.05 -2.27
H -7.94 5.60 -1.34
C -1.91 0.52 -1.48
N -1.56 0.22 -0.08
C -2.46 0.00 0.93
C -2.12 -0.53 2.36
O -3.67 0.25 0.72
H -2.99 0.59 -1.57
H -1.60 -0.24 -2.19
H -1.57 1.49 -1.86
H -0.57 0.15 0.14
H -1.11 -0.17 2.52
H -2.18 -1.62 2.35
H -2.79 -0.14 3.13
C 6.96 -0.11 2.43
N 6.09 -1.33 2.32
C 5.02 -1.53 1.53
C 4.52 -2.96 1.24
O 4.42 -0.64 0.95
H 6.49 0.45 3.24
H 6.60 0.77 1.90
H 8.04 -0.22 2.53
H 6.10 -2.04 3.03
H 4.89 -3.61 2.04
H 4.87 -3.36 0.29
H 3.45 -2.95 1.41
C 6.92 2.96 -4.24
N 5.68 3.41 -4.88
C 5.26 3.08 -6.10
C 3.99 3.66 -6.57
O 5.90 2.30 -6.83
H 7.68 2.37 -4.75
H 6.60 2.44 -3.34
H 7.43 3.87 -3.95
H 5.11 3.96 -4.26
H 3.96 4.68 -6.20
H 3.22 3.01 -6.15
H 3.98 3.70 -7.66
C 2.57 8.89 -0.19
C 1.60 7.76 0.23
C 2.41 6.50 -0.12
O 3.44 6.98 -1.04
C 3.38 8.37 -1.32
H 3.23 9.08 0.66
H 2.00 9.80 -0.35
H 0.62 7.78 -0.24
H 1.41 8.00 1.27
H 1.66 5.76 -0.38
H 2.94 6.17 0.77
H 2.98 8.53 -2.32
H 4.43 8.66 -1.28
C -3.78 -7.21 -5.46
C -3.01 -6.73 -4.29
C -3.84 -7.18 -3.06
O -4.92 -7.85 -3.76
C -5.23 -7.26 -4.99
H -3.46 -8.19 -5.82
H -3.67 -6.38 -6.16
H -3.09 -5.64 -4.32
H -1.97 -7.03 -4.26
H -4.20 -6.32 -2.49
H -3.26 -7.76 -2.34
H -5.78 -6.35 -4.77
H -5.77 -7.99 -5.60
C -0.67 -7.67 6.38
C -1.82 -8.50 6.68
C -1.85 -8.39 8.21
O -1.66 -7.02 8.32
C -0.50 -6.71 7.55
H -0.88 -7.13 5.46
H 0.21 -8.31 6.31
H -1.76 -9.56 6.43
H -2.73 -8.11 6.23
H -1.17 -8.89 8.90
H -2.80 -8.80 8.57
H 0.38 -6.96 8.15
H -0.40 -5.66 7.27
*
```